Molecular formula: C5H7NO2
Method: DFT, ωB97M-V/def2-TZVPD

LUMO level (spin up / spin down)   0.8 / -1.1 eV
Multiplicity   3
Charge   0
E_HOMO (spin up / spin down)   -6.29 / -11.84 eV
⟨S²⟩   2.014
Gap between HOMO and LUMO (spin up / spin down)   7.1 / 10.8 eV
Strongest force on any atom   0.0549 hartree/bohr

Positions of all 15 atoms, in Å:
O 1.050 -1.882 0.986
O -1.679 -0.694 1.250
N -1.080 -0.087 -2.146
C -1.099 0.189 0.373
C 1.814 -0.613 -0.997
C -1.176 0.038 -0.997
C -0.821 1.532 0.977
C 1.035 -1.047 0.153
H 2.443 -1.417 -1.385
H -0.474 2.230 0.220
H -1.768 -1.570 0.858
H -0.080 1.449 1.770
H 1.135 -0.270 -1.785
H 2.440 0.227 -0.700
H -1.740 1.916 1.425

=====

Molecular formula: C5H7NO2S
Method: DFT, ωB97M-V/def2-TZVPD

LUMO level   0.7 eV
Charge   0
E_HOMO   -9.64 eV
Gap between HOMO and LUMO   10.3 eV
Strongest force on any atom   0.0290 hartree/bohr

Positions of all 16 atoms, in Å:
S 2.031 -0.346 -0.613
O 1.182 -1.207 0.520
O 3.390 -0.365 -0.140
N 1.379 1.236 -0.190
C -2.091 -0.174 -0.255
C -0.136 -1.628 0.238
C -3.078 0.196 -1.004
C -1.155 -0.565 0.552
C 2.130 1.995 0.457
H -0.223 -1.955 -0.805
H -2.983 1.008 -1.707
H -0.309 -2.495 0.890
H 1.787 2.977 0.755
H 3.148 1.710 0.741
H -4.037 -0.292 -0.959
H -1.034 -0.096 1.519

=====

Molecular formula: C5H7NO2S2
Method: DFT, ωB97M-V/def2-TZVPD

LUMO level (spin up / spin down)   -2.0 / -2.2 eV
Structure (SMILES)   CC1=N[C@H](C)SC1=S(=O)=O
Charge   0
E_HOMO (spin up / spin down)   -9.36 / -8.86 eV
Gap between HOMO and LUMO (spin up / spin down)   7.3 / 6.7 eV
Strongest force on any atom   0.0747 hartree/bohr

Positions of all 17 atoms, in Å:
S 1.502 -1.915 -0.001
S 3.806 0.014 -0.252
O 4.635 -1.079 0.210
O 4.117 1.350 0.254
N -0.103 0.138 -0.510
C -0.231 -1.287 -0.556
C 1.256 2.076 0.038
C 2.109 -0.309 0.261
C 1.020 0.619 -0.128
C -1.357 -1.695 0.333
H -1.769 -2.599 0.032
H -1.100 -1.949 1.271
H -2.070 -0.945 0.277
H -0.452 -1.519 -1.537
H 1.418 2.403 -0.998
H 2.101 2.369 0.534
H 0.372 2.452 0.413

=====

Molecular formula: C5H7NO3
Method: DFT, ωB97M-V/def2-TZVPD

LUMO level   -0.1 eV
Charge   0
E_HOMO   -9.33 eV
Gap between HOMO and LUMO   9.2 eV
Strongest force on any atom   0.1187 hartree/bohr

Positions of all 16 atoms, in Å:
O 0.460 1.434 1.967
O 0.794 -1.391 -1.902
O 2.380 -1.029 0.592
N 1.143 0.660 -0.659
C 0.696 0.263 1.794
C -1.878 0.606 -0.227
C 0.333 -0.442 -1.026
C 1.488 -0.217 0.374
C -0.928 -0.528 -0.438
H -1.404 -1.500 -0.558
H 1.703 -1.613 -1.626
H -2.610 0.594 -1.042
H 0.673 1.509 -0.341
H 0.982 -0.418 2.612
H -2.427 0.482 0.709
H -1.406 1.590 -0.230

=====

Molecular formula: C5H7NO3
Method: DFT, ωB97M-V/def2-TZVPD

LUMO level   0.6 eV
Structure (SMILES)   CC1(C)OC(=O)NC1=O
Charge   0
E_HOMO   -10.32 eV
Gap between HOMO and LUMO   11.0 eV
Strongest force on any atom   0.0690 hartree/bohr

Positions of all 16 atoms, in Å:
O 0.835 -0.838 -0.831
O 0.610 -0.400 -3.017
O -0.946 2.094 0.343
N 0.247 1.303 -1.487
C -0.332 1.285 -0.277
C -1.175 -1.098 0.542
C 0.955 -0.073 1.440
C 0.048 -0.249 0.225
C 0.508 -0.083 -1.871
H -0.868 -2.069 0.928
H 0.425 0.462 2.223
H 0.150 2.059 -2.153
H -1.772 -0.596 1.300
H 1.846 0.489 1.166
H 1.256 -1.049 1.817
H -1.787 -1.237 -0.347

=====

Molecular formula: C5H7NO3
Method: DFT, ωB97M-V/def2-TZVPD

LUMO level   0.7 eV
Charge   0
E_HOMO   -9.78 eV
Gap between HOMO and LUMO   10.5 eV
Strongest force on any atom   0.0399 hartree/bohr

Positions of all 16 atoms, in Å:
O 1.403 0.292 0.181
O -0.543 2.275 -1.501
O -0.147 -1.297 0.584
N -0.830 -0.091 -1.392
C -1.159 -0.562 -0.068
C 1.106 -0.744 0.720
C -1.356 0.923 0.449
C 2.044 -1.626 1.609
C -0.847 1.229 -0.996
H -2.002 -1.269 -0.032
H -0.681 1.349 1.244
H 2.069 -2.636 1.184
H 1.596 -1.650 2.592
H 3.016 -1.207 1.831
H -0.224 -0.577 -2.058
H -2.412 1.155 0.583

=====

Ordered ΔE to the lowest compared entry with this formula, charge and spin results: 8.5, 75.2, 64.3, 103.8, 10.5, 35.0; unit kcal per mole.